{"formula": "C26H15BrF12N2O4Y", "method": "ωB97M-V/def2-TZVPD", "gap_ev": 6.629, "mol_weight_g_mol": 816.2, "spin_multiplicity": 1, "charge": -1, "max_force_ev_per_a": 1.29, "symbols": ["Y", "C", "C", "C", "C", "C", "N", "C", "C", "C", "C", "C", "C", "C", "C", "O", "C", "F", "F", "F", "C", "F", "F", "F", "C", "C", "C", "O", "C", "F", "F", "F", "C", "F", "F", "F", "H", "H", "H", "H", "H", "H", "H", "H", "H", "H", "H", "H", "Br", "C", "C", "N", "C", "C", "C", "C", "O", "O", "H", "H", "H"], "coordinates": [[-0.8042, -0.4668, 0.5956], [1.7468, -0.6349, -6.0728], [1.6003, -0.4452, -4.5825], [2.1674, 0.6427, -3.9251], [1.9802, 0.8270, -2.5727], [1.2335, -0.0545, -1.7734], [1.0339, 0.2739, -0.4111], [2.0997, 0.7674, 0.3452], [3.4309, 0.4299, 0.0465], [4.5061, 0.9166, 0.7677], [4.3211, 1.7678, 1.8459], [5.4658, 2.3105, 2.6657], [3.0094, 2.0751, 2.1723], [1.8910, 1.6006, 1.4875], [0.4455, 1.9503, 1.9536], [-0.3197, 0.8365, 2.1285], [0.4190, 2.7476, 3.2898], [0.9767, 3.9728, 3.1441], [-0.8201, 2.9236, 3.7593], [1.0920, 2.0862, 4.2505], [-0.2452, 2.8840, 0.8495], [-0.9644, 2.1513, -0.0360], [-1.1196, 3.7687, 1.3626], [0.6575, 3.5825, 0.1517], [0.6623, -1.1850, -2.4270], [0.8597, -1.3194, -3.8098], [-0.2619, -2.2287, -1.7146], [-0.1683, -2.2060, -0.3589], [0.0319, -3.6993, -2.1490], [-0.2630, -3.9870, -3.4370], [1.3340, -3.9617, -1.9629], [-0.6736, -4.5595, -1.3988], [-1.7615, -1.8543, -2.0850], [-2.6653, -2.3987, -1.2529], [-1.8814, -0.5020, -1.9220], [-2.1277, -2.1345, -3.3357], [2.6500, -0.1493, -6.4495], [0.9069, -0.2138, -6.6330], [1.8099, -1.6920, -6.3404], [2.7498, 1.3702, -4.4843], [2.4096, 1.6981, -2.0925], [3.6189, -0.2298, -0.7910], [5.5132, 0.6229, 0.4812], [6.3838, 2.3775, 2.0768], [5.6918, 1.6962, 3.5419], [5.2494, 3.3156, 3.0361], [2.8665, 2.7379, 3.0116], [0.4006, -2.1600, -4.3123], [-6.4958, -3.2092, 5.1005], [-6.0584, -2.0359, 3.6833], [-7.0519, -1.2384, 3.1381], [-6.8362, -0.3778, 2.1389], [-5.5831, -0.3117, 1.6697], [-4.5375, -1.0764, 2.1613], [-4.7724, -1.9630, 3.1940], [-3.1634, -0.9092, 1.5817], [-2.2130, -1.5975, 2.0492], [-3.0191, -0.0499, 0.6574], [-8.0591, -1.3044, 3.5341], [-5.3844, 0.3840, 0.8652], [-3.9648, -2.5621, 3.5933]], "forces_ev_per_angstrom": [[-0.60, 0.27, 0.05], [0.07, -0.06, -0.05], [0.05, 0.12, -0.03], [0.02, 0.07, -0.02], [0.04, 0.06, -0.15], [-0.02, -0.22, 0.75], [0.95, 0.19, -0.61], [-0.42, 0.10, -0.12], [0.13, 0.03, 0.01], [0.11, -0.08, -0.10], [-0.02, -0.06, 0.03], [0.09, 0.11, -0.05], [-0.30, 0.14, 0.11], [0.09, 0.07, -0.02], [0.05, -0.08, -0.54], [0.60, 0.79, 0.82], [0.16, -0.30, -0.20], [-0.07, -0.02, 0.25], [0.09, 0.00, -0.05], [-0.10, 0.22, -0.05], [0.32, 0.00, 0.43], [-0.05, -0.02, 0.05], [0.08, -0.03, -0.09], [-0.14, 0.06, -0.09], [-0.08, -0.01, -0.24], [-0.19, -0.21, 0.15], [-0.02, 0.27, 0.02], [0.19, -0.98, -0.79], [0.10, 0.33, 0.19], [0.08, -0.16, 0.12], [-0.16, -0.12, -0.09], [0.08, 0.07, -0.16], [0.54, -0.24, -0.06], [0.24, -0.05, -0.28], [-0.06, 0.02, 0.16], [-0.12, 0.10, -0.01], [-0.01, 0.00, 0.08], [-0.04, 0.01, 0.10], [-0.02, 0.01, 0.06], [-0.02, -0.03, 0.02], [-0.02, -0.03, 0.02], [-0.04, 0.00, 0.02], [-0.06, -0.01, -0.01], [-0.05, -0.04, -0.02], [-0.08, -0.08, -0.04], [-0.06, -0.04, -0.04], [0.03, 0.01, 0.02], [0.02, 0.04, -0.02], [0.00, -0.05, 0.04], [-0.05, 0.05, -0.04], [-0.11, 0.19, -0.18], [0.41, -0.32, 0.21], [-0.47, 0.09, 0.05], [0.19, 0.10, -0.17], [0.09, -0.16, 0.14], [-0.25, 0.03, 0.31], [-0.62, 0.07, -0.01], [-0.49, -0.29, 0.21], [-0.02, 0.06, -0.07], [-0.06, 0.01, 0.00], [0.01, 0.02, -0.03]]}